Computed, not measured: a cluster of 2 separate species, C3H8N2O5 in total in a non-equilibrium geometry, with ωB97M-V/def2-TZVPD.

Element x y z (Å)
C (0.17, 0.24, 1.29)
C (0.69, -1.12, -0.75)
C (0.71, 0.28, -0.02)
N (-0.39, 1.62, -1.13)
N (2.01, 0.98, -0.22)
O (2.71, 0.65, -1.17)
O (2.29, 1.80, 0.63)
O (1.66, -2.09, -0.38)
O (-2.48, 0.71, -0.41)
O (-1.35, 1.78, -0.28)
H (-0.96, 0.49, 1.14)
H (0.55, 1.13, 1.94)
H (0.47, -0.79, 1.74)
H (-0.27, -1.48, -0.36)
H (0.75, -1.06, -1.89)
H (-0.62, 1.19, -2.01)
H (2.54, -1.78, -0.61)
H (-3.27, 1.25, -0.56)

## Properties
spin multiplicity	3
gap between HOMO and LUMO (spin up / spin down)	6.56 / 7.62	eV
net charge	0
<S²>	2.01
lowest unoccupied orbital energy (spin up / spin down)	-0.587 / -2.836	eV